Formula: C38H32AsIrN8O7SSi
Source: the Open Molecules 2025 dataset
Level of theory: ωB97M-V/def2-TZVPD

Structure (XYZ):
```
89
Properties=species:S:1:pos:R:3:forces:R:3
Ir -0.2266 0.0692 -0.0441 -2.037 0.132 0.209
O 0.4689 -0.4653 3.4554 0.010 -0.006 -0.034
As -1.2070 -0.8106 3.0899 0.086 -0.037 1.039
O -1.5847 -2.1297 3.9259 -0.461 -0.446 0.511
O -1.3983 -1.0598 1.4429 1.244 1.013 -2.980
C -2.3243 0.7251 3.5329 0.336 -0.672 -0.044
C -3.3198 0.4963 4.4757 0.196 -0.220 0.065
C -4.2919 1.4530 4.7139 -0.008 0.028 -0.044
C -4.2595 2.6534 4.0206 0.087 -0.040 0.002
C -3.2478 2.8949 3.1057 -0.011 0.234 -0.061
C -2.2917 1.9251 2.8574 0.166 0.192 -0.400
S -1.1432 2.2856 1.5357 1.096 1.406 1.314
O -0.9209 3.7050 1.5381 -0.374 -0.258 -0.053
O -1.7962 1.8036 0.2981 1.048 -1.886 -1.237
O 0.1189 1.5179 1.7270 -0.364 0.582 0.625
H 0.6903 0.3370 2.9668 0.233 0.271 0.023
H -3.3117 -0.4544 4.9976 -0.085 0.023 -0.038
H -5.0839 1.2540 5.4223 0.004 0.007 0.055
H -5.0213 3.3996 4.1878 -0.034 0.084 0.023
H -3.1821 3.8264 2.5670 -0.089 0.150 -0.017
C 2.8480 2.9943 -4.1720 0.431 0.081 -0.449
N 1.9122 2.5933 -3.1509 -0.080 -0.606 0.877
C 1.9900 1.6145 -2.2429 -0.056 -0.086 0.119
N 0.8944 1.6015 -1.5030 -0.729 -1.165 0.778
C 0.1640 2.6328 -2.0008 0.204 -0.031 -0.064
N 0.7565 3.2398 -2.9918 -0.575 0.736 -0.288
C 2.9660 2.0044 -5.3098 0.000 0.150 -0.133
C 2.6853 2.3846 -6.6175 0.085 -0.130 0.160
C 2.8579 1.4849 -7.6623 -0.062 0.112 -0.023
C 3.2895 0.1967 -7.4213 0.081 -0.170 0.255
C 3.5531 -0.2010 -6.1094 -0.261 0.828 0.191
C 3.4007 0.7138 -5.0670 0.064 -0.219 -0.293
C 3.9493 -1.5525 -5.8150 0.342 -1.084 -0.368
N 4.2390 -2.5109 -6.6498 -0.458 1.786 -0.473
N 4.5103 -3.6019 -5.9311 0.255 -1.188 1.463
C 4.3780 -3.2867 -4.6736 0.019 0.135 -1.151
O 4.0254 -1.9809 -4.5274 0.022 -0.127 -0.230
C 4.5130 -4.1290 -3.5145 -0.028 -0.164 0.856
C 4.7262 -5.5034 -3.6326 -0.044 0.285 -0.053
C 4.7942 -6.2763 -2.4910 0.019 -0.062 0.081
C 4.6573 -5.7034 -1.2324 0.026 0.204 -0.050
C 4.4675 -4.3324 -1.1056 0.044 -0.142 0.066
C 4.3482 -3.6715 0.2511 0.471 -0.314 -0.238
N 3.0871 -2.9898 0.4068 -0.351 0.991 -0.077
C 2.6869 -1.7911 -0.0307 -0.055 0.101 -0.067
N 1.4180 -1.6031 0.2931 -1.326 1.003 -0.580
C 1.0861 -2.7390 0.9649 -0.091 -0.066 0.091
N 2.0734 -3.5866 1.0322 -0.280 -0.771 0.469
C 4.3941 -3.5566 -2.2484 0.080 -0.175 -0.306
H 3.8301 3.1364 -3.7077 -0.153 0.057 -0.038
H 2.4937 3.9541 -4.5507 0.059 -0.089 0.163
H 2.8354 0.9753 -2.1065 0.184 -0.206 -0.081
H -0.7831 2.9258 -1.6011 -0.261 0.057 0.044
H 2.3369 3.3855 -6.8236 -0.048 0.117 -0.006
H 2.6425 1.7960 -8.6736 -0.010 0.019 -0.074
H 3.4280 -0.5146 -8.2196 -0.032 -0.059 -0.113
H 3.6312 0.3936 -4.0642 0.040 -0.047 0.131
H 4.8268 -5.9361 -4.6151 -0.010 -0.077 -0.093
H 4.9482 -7.3419 -2.5733 0.007 -0.067 -0.026
H 4.7051 -6.3249 -0.3510 -0.011 -0.060 0.106
H 5.1584 -2.9487 0.3882 -0.125 -0.082 0.071
H 4.3959 -4.4242 1.0400 0.011 0.213 -0.030
H 3.3107 -1.0848 -0.5376 0.173 0.096 -0.135
H 0.1274 -2.9159 1.4157 -0.174 0.045 -0.010
H 4.2451 -2.4908 -2.1769 -0.025 0.132 0.023
C -2.6997 -5.0084 -2.5884 0.013 -0.034 -0.025
C -3.4813 -4.0248 -3.1732 -0.153 -0.058 -0.141
C -3.2462 -2.6897 -2.8978 0.075 -0.126 0.035
C -2.2225 -2.3188 -2.0333 0.151 1.119 0.225
C -1.4430 -3.3116 -1.4567 0.043 0.096 0.044
C -1.6761 -4.6489 -1.7293 0.081 -0.104 0.011
Si -2.0041 -0.4328 -1.6981 1.644 -1.349 -0.420
C -1.5071 0.3788 -3.3633 -0.171 -0.154 0.575
C -2.2122 1.4658 -3.8777 -0.047 -0.287 0.064
C -1.8883 2.0077 -5.1087 0.007 0.116 -0.213
C -0.8417 1.4802 -5.8474 -0.053 0.082 0.057
C -0.1161 0.4125 -5.3427 0.114 -0.007 -0.064
C -0.4404 -0.1236 -4.1112 -0.147 -0.048 0.164
H -2.8900 -6.0504 -2.8029 -0.016 -0.064 -0.011
H -4.2796 -4.3013 -3.8458 -0.092 -0.043 -0.071
H -3.8603 -1.9281 -3.3555 -0.151 0.080 -0.105
H -0.6547 -3.0351 -0.7742 0.044 0.030 0.031
H -1.0589 -5.4070 -1.2682 0.027 -0.073 0.045
H -3.3845 0.0487 -1.4622 0.204 0.281 0.436
H -3.0385 1.8755 -3.3166 -0.153 0.090 0.090
H -2.4600 2.8365 -5.5008 -0.030 0.091 -0.015
H -0.5876 1.8968 -6.8108 0.000 0.045 -0.102
H 0.6995 -0.0036 -5.9162 0.082 -0.045 -0.081
H 0.1203 -0.9641 -3.7250 0.111 -0.155 0.021
```
Forces are in eV/Å.

Properties
E (a.u.): -5459.78537
Orbital gap (alpha / beta) (hartree): 0.2866 / 0.2866
Energy relative to the best compared isomer or geometry (same formula, charge and spin) (kJ/mol): 241.5
Molecular weight (g/mol): 1040.0
Total charge: 0
HOMO level (alpha / beta) (eV): -8.6 / -8.6